Computed, not measured: C43H35N2OS5Y as an isolated structure, with ωB97M-V/def2-TZVPD.

Each line ends with the Mulliken charge.
CARTESIAN COORDINATES (ANGSTROEM)
C  0.94081  2.87454  3.02946  -0.67
H  2.75949  -0.49776  -6.35484  0.42
H  -2.30118  2.72331  3.94150  0.53
H  -2.47840  -0.16388  1.91602  -0.13
C  0.67342  -2.14059  -4.26360  -0.70
C  -1.21168  -4.77479  3.62799  -0.78
H  2.11092  1.58016  6.36406  0.43
H  -0.80646  2.15100  -5.76242  0.51
S  2.15767  -1.03783  -0.96147  -0.46
H  -1.83350  4.28902  -5.06790  0.38
C  1.57134  -0.90883  3.49672  0.54
C  0.86615  1.97661  1.97280  0.07
H  -1.24379  -2.25563  -2.62670  0.34
N  -0.28724  1.38799  1.61395  1.95
C  -0.20306  3.16754  3.74622  -1.02
C  3.05447  0.37666  4.86598  -0.63
C  1.95777  -0.66682  -5.64759  -0.84
C  -0.79768  1.59468  -2.37118  1.58
C  0.66158  -3.40980  3.07148  0.66
C  3.78570  2.47106  -2.23921  -0.70
C  -1.67439  3.82551  -2.97102  -1.14
H  5.33621  2.76236  -3.68874  0.40
C  -3.86931  -1.01647  -0.63007  0.55
H  -6.59534  -1.87842  -2.48132  0.38
H  -2.25905  -5.02149  3.51398  0.45
C  -0.40613  -5.52175  4.47389  -0.43
C  -1.31261  2.86187  -2.04009  -0.50
H  2.26751  -2.79108  -5.53374  0.40
H  4.18537  -1.29380  -2.91245  0.47
N  -1.04917  -1.27353  -2.78073  -0.26
C  -1.38332  2.53440  3.40192  -0.80
H  2.96273  2.18214  1.56623  0.76
H  4.05631  0.68479  5.13444  0.42
C  -4.19703  0.33291  -0.42238  0.74
C  1.96115  0.87985  5.55241  -0.71
C  2.86039  -0.51988  3.82125  -0.28
H  -3.43326  1.11877  2.71297  0.72
C  -0.96144  2.36139  -4.70987  -0.46
H  -0.82608  -6.35352  5.02423  0.39
H  5.59953  0.32753  -4.11131  0.41
H  -0.52814  -0.71649  3.88048  0.41
S  -3.11201  1.51863  0.33028  -0.06
H  3.65152  3.52725  -2.04264  0.45
C  -4.77255  -1.78950  -1.36904  -0.76
C  -5.92906  -1.24954  -1.90427  -0.57
H  3.70031  -0.90932  3.25773  0.47
C  0.66925  0.49608  5.20248  -0.50
S  1.36636  -2.05278  2.13745  -0.01
C  -0.07140  -1.06523  -3.79955  0.39
H  0.46149  -3.13547  -3.88798  0.36
H  -5.59498  1.91351  -0.77268  0.44
C  4.87030  0.68060  -3.39254  -0.58
C  1.20805  0.40076  -5.18224  -0.76
S  1.70980  2.22980  -0.53121  -0.09
C  -2.65383  0.91129  1.98172  -0.69
H  -1.92392  -0.79289  -2.97625  0.26
C  0.18089  0.22928  -4.25362  0.74
H  -4.53848  -2.83587  -1.51975  0.44
H  -7.13427  0.52230  -2.11488  0.38
H  -2.07334  4.77821  -2.64103  0.44
H  1.57167  -5.80308  5.26557  0.39
C  -6.23346  0.08962  -1.70068  -0.64
H  -1.42855  3.13062  -0.99488  0.40
C  -1.52876  3.56222  -4.32496  -0.77
H  -1.29137  -3.11868  2.23976  0.27
H  1.88862  3.33744  3.26671  0.54
C  1.68799  -1.94591  -5.18530  -0.69
H  -0.17619  3.87928  4.56133  0.44
C  -0.68041  -3.70800  2.91344  -0.22
H  2.53748  -3.91032  3.99744  0.42
C  2.09326  1.66926  1.15922  -0.65
C  3.11210  0.17483  -1.79786  0.79
Y  -0.35679  -0.06018  -0.66392  -0.34
C  -5.37058  0.86953  -0.95092  -0.85
S  -2.42440  -1.76542  0.03660  -0.43
H  1.43382  1.40555  -5.51739  0.54
O  0.21180  -1.53613  1.33065  0.22
C  4.08136  -0.23412  -2.71925  -0.94
C  -0.57887  1.41177  -3.75614  -0.43
H  -0.17943  0.89996  5.73917  0.49
C  1.48567  -4.15522  3.90296  -0.54
C  -1.38786  1.63525  2.34504  -0.21
C  2.98624  1.55350  -1.56082  0.62
H  2.28541  0.59441  1.11725  -0.27
C  4.72570  2.04261  -3.15989  -0.72
C  0.94290  -5.21368  4.61151  -0.69
C  0.46820  -0.40390  4.17199  -0.50

## Properties
* HOMO: -7.268 eV
* calculated total energy: -3873.7581 Eh
* gap between HOMO and LUMO: 7.268 eV
* charge: 0
* LUMO: 0.0 eV